The molecule C17H15FN4OS. Source: the OMol25 dataset; level of theory: the ωB97M-V functional and the def2-TZVPD basis.

Output
Highest occupied orbital energy: -8.21 eV
Frontier orbital gap: 8.496 eV
E_LUMO: 0.0106 Ha
Energy above the lowest of the compared OMol25 structures with the same formula, charge and spin: 0.88 kcal/mol
SMILES string: CSc1nc(N(C)NC(=O)c2ccc(F)cc2)c2ccccc2n1
Multiplicity: 1

Each line ends with the Löwdin charge.
Geometry (Å):
C -3.469 2.196 1.986  -0.40
S -2.558 0.666 1.654  0.90
C -1.524 1.210 0.353  -0.69
N -0.689 0.276 -0.103  0.10
C 0.131 0.592 -1.097  -0.19
N 1.014 -0.389 -1.409  -0.08
C 2.220 -0.280 -2.189  -0.03
N 0.898 -1.550 -0.637  0.10
C 1.705 -1.771 0.455  -0.43
O 2.808 -1.286 0.574  0.09
C 1.118 -2.741 1.422  -0.14
C 1.925 -3.735 1.967  -0.01
C 1.412 -4.619 2.897  0.00
C 0.092 -4.477 3.288  -0.27
F -0.414 -5.335 4.194  0.06
C -0.721 -3.475 2.786  0.01
C -0.203 -2.605 1.844  -0.02
C 0.009 1.858 -1.766  -0.06
C 0.618 2.248 -2.968  -0.04
C 0.440 3.514 -3.466  -0.08
C -0.355 4.443 -2.788  -0.07
C -1.010 4.080 -1.643  -0.01
C -0.869 2.780 -1.126  -0.21
N -1.613 2.446 -0.047  0.10
H -4.000 2.491 1.087  0.03
H -4.160 1.980 2.794  0.03
H -2.763 2.968 2.274  0.03
H 2.635 0.724 -2.114  0.10
H 2.038 -0.538 -3.237  0.09
H 2.949 -0.976 -1.778  0.09
H -0.066 -1.850 -0.551  0.13
H 2.955 -3.807 1.651  0.12
H 2.017 -5.404 3.323  0.12
H -1.737 -3.381 3.134  0.12
H -0.817 -1.795 1.476  0.07
H 1.202 1.544 -3.536  0.09
H 0.915 3.796 -4.395  0.10
H -0.469 5.440 -3.187  0.11
H -1.665 4.759 -1.121  0.11